(1)
Computed, not measured: a 2-piece molecular cluster, C3H12N2O overall at a distorted geometry, with ωB97M-V/def2-TZVPD.

```
! RIJCOSX wB97M-V def2-TZVPD def2/J DEFGRID3
* xyz 0 1
C -0.705 0.191 -0.738
C 0.402 1.152 -0.181
N 0.264 2.533 -0.696
C 1.767 0.644 -0.595
N 2.895 1.405 -0.118
H -0.585 -0.267 -1.741
H -0.678 -0.733 -0.174
H -1.703 0.652 -0.701
H 0.164 1.190 0.882
H -0.595 2.896 -0.324
H 0.461 2.645 -1.681
H 1.925 0.448 -1.668
H 1.898 -0.391 -0.205
H 3.854 1.037 -0.074
H 2.810 2.176 0.516
O -3.956 -4.850 2.672
H -3.536 -5.710 2.777
H -4.683 -5.016 2.048
*
```

Results of the Mulliken charge analysis, in e, for atoms 1 through 5: -1.36 0.48 -0.58 -0.73 -0.43



(2)
Computed, not measured: a 2-piece molecular cluster, C3H12N2O overall at a distorted geometry, with ωB97M-V/def2-TZVPD.

```
! RIJCOSX wB97M-V def2-TZVPD def2/J DEFGRID3
* xyz 0 1
C 1.899 0.340 4.031
C 1.329 1.604 3.595
O 2.319 2.445 2.942
H 1.377 -0.570 3.731
H 2.898 0.153 3.779
H 1.863 0.368 5.248
H 0.769 2.275 4.261
H 0.753 1.416 2.727
H 2.753 3.129 3.358
N -2.011 -1.840 -4.693
C -1.301 -1.159 -3.617
N -2.176 -1.280 -2.398
H -2.215 -2.812 -4.642
H -2.773 -1.269 -5.112
H -0.398 -1.757 -3.287
H -0.928 -0.158 -3.916
H -3.085 -1.503 -2.664
H -1.811 -1.713 -1.427
*
```

Results of the Mulliken charge analysis, in e, for atoms 1 through 5: -0.91 -0.12 -0.56 0.28 0.35



(3)
Computed, not measured: a 2-piece molecular cluster, C3H12N2O overall at a distorted geometry, with ωB97M-V/def2-TZVPD.

```
! RIJCOSX wB97M-V def2-TZVPD def2/J DEFGRID3
* xyz 0 1
N 1.490 -0.399 -1.154
C 0.519 -0.704 -0.051
C -0.763 0.063 -0.281
C -1.896 -0.486 0.617
N -3.072 0.331 0.392
H 0.943 -0.532 -1.998
H 2.187 -1.137 -1.203
H 0.978 -0.346 0.872
H 0.394 -1.786 0.039
H -0.694 1.139 -0.116
H -1.193 0.007 -1.288
H -1.586 -0.578 1.667
H -2.073 -1.513 0.265
H -3.964 0.048 0.791
H -2.909 1.208 0.893
O 3.165 1.125 0.457
H 2.395 1.043 -0.140
H 3.825 0.684 -0.078
*
```

Results of the Mulliken charge analysis, in e, for atoms 1 through 5: -0.69 -0.42 -0.45 -0.59 -0.61



Result set for LUMO: 1.0 1.0 1.0 eV, one per record in the order listed.
Result set for gap between HOMO and LUMO: 0.340 0.344 0.387 Eh, one per record in the order listed.